No. 1
ORCA calculation (ωB97M-V/def2-TZVPD) on an isolated ion of composition C3H7NO3 and charge +1 at a distorted geometry.

```
14
Properties=species:S:1:pos:R:3:forces:R:3
C 0.75869 0.47360 -0.51501 -0.5 0.8 -1.0
C 1.01171 -0.44461 0.70280 -0.1 -1.3 0.8
O 1.42732 0.32177 1.78236 0.1 0.2 0.0
N -0.59712 0.98773 -0.47454 1.7 -0.7 1.4
C -1.69357 0.10122 -0.58263 -0.5 -0.5 -1.1
O -1.36720 -0.96225 -1.30994 -0.4 0.5 0.1
O -2.76652 0.32199 -0.11659 0.1 0.6 0.5
H 0.91780 -0.07451 -1.43805 -0.2 -0.2 0.0
H 1.41312 1.34435 -0.48713 0.2 -0.2 0.2
H 1.71408 -1.22227 0.38439 0.4 0.4 -0.1
H 0.12481 -1.03224 0.97523 -0.3 0.3 -0.3
H 1.95047 -0.21587 2.39199 0.0 0.1 0.0
H -0.65742 1.76878 0.17729 -0.8 0.4 -0.2
H -2.23618 -1.36769 -1.49019 0.3 -0.5 -0.1
```
Positions in Å, forces in eV/Å.

Results
- Multiplicity: 2
- Orbital gap (spin up / spin down): 12.266 / 6.007 eV
- Energy above the lowest of the compared OMol25 structures with the same formula, charge and spin: 13.1 kcal per mole
- E: -398.649184 Ha
- <S²>: 0.763
- F_max: 2.255 eV Å⁻¹
- HOMO level (spin up / spin down): -15.498 / -15.436 eV
- LUMO energy (spin up / spin down): -0.119 / -0.347 Ha
- Total charge: +1

Mulliken atomic charge list, values in e, 5 entries: number 1, C, carries -0.53; number 2, C, carries -0.31; number 3, O, carries -0.48; number 4, N, carries 0.07; number 5, C, carries 0.52

No. 2
ORCA calculation (ωB97M-V/def2-TZVPD) on an isolated ion of composition C3H3NO2P and charge -1 at a distorted geometry.

```
10
Properties=species:S:1:pos:R:3:forces:R:3
C -0.67808 0.22118 -0.79311 -0.7 0.3 -1.7
C -0.79434 1.00120 0.31258 -1.2 3.2 -0.4
C 0.07081 -0.95397 -0.92581 0.9 -1.2 -0.9
N 0.52458 -1.85698 -1.51520 -0.4 0.8 1.7
O 1.07088 -2.89422 -1.86311 0.2 -0.5 -0.7
O -0.15810 1.05741 1.43958 -1.1 0.2 -0.5
P 1.07232 -0.00723 2.12137 -0.3 -2.0 -1.3
H -1.10676 0.48517 -1.83343 0.2 0.1 2.2
H -1.53953 1.96424 0.15659 1.8 -2.4 0.5
H 1.53821 0.98320 2.90053 0.6 1.5 1.1
```
Positions in Å, forces in eV/Å.

Results
- Orbital gap: 5.863 eV
- Energy above the lowest of the compared OMol25 structures with the same formula, charge and spin: 88.3 kcal per mole
- E: -662.581168 Ha
- F_max: 3.441 eV Å⁻¹
- HOMO level: -1.992 eV
- LUMO energy: 0.142 Ha
- Total charge: -1

Mulliken atomic charge list, values in e, 5 entries: number 1, C, carries -0.28; number 2, C, carries 0.06; number 3, C, carries -0.01; number 4, N, carries 0.51; number 5, O, carries -0.75

No. 3
ORCA calculation (ωB97M-V/def2-TZVPD) on one molecule with the formula C2H5BrN2O3 at a distorted geometry.

```
13
Properties=species:S:1:pos:R:3:forces:R:3
C -0.63035 -0.91669 -0.29575 1.1 -0.7 3.1
N 0.65296 -0.26190 -0.42014 1.2 -0.9 -0.2
C 0.69408 1.12490 -0.08833 0.2 -0.7 0.3
O 0.41843 1.24653 1.26202 -0.7 -0.2 0.6
Br -0.45079 2.16135 -1.32038 -0.1 0.2 0.3
N 1.56524 -0.79663 -1.40504 -1.0 2.2 1.3
O 1.25403 -1.81508 -1.93816 -0.4 -0.9 -0.1
O 2.55050 -0.12965 -1.58730 0.6 0.1 -0.2
H -1.09173 -0.27766 0.53941 0.0 -1.3 -1.5
H -1.03392 -0.82113 -1.25159 -1.7 -0.3 -1.3
H -0.50706 -2.01146 0.08372 -0.3 2.0 -0.9
H 1.66071 1.52178 -0.13371 1.4 0.4 -1.3
H -0.28496 1.85470 1.48362 -0.3 0.3 -0.3
```
Positions in Å, forces in eV/Å.

Results
- Orbital gap: 10.607 eV
- Energy above the lowest of the compared OMol25 structures with the same formula, charge and spin: 1.6 kcal per mole
- Structure (SMILES): CN([C@H](O)Br)[N+](=O)[O-]
- E: -2988.313689 Ha
- F_max: 3.372 eV Å⁻¹
- HOMO level: -10.320 eV
- LUMO energy: 0.011 Ha

Mulliken atomic charge list, values in e, 5 entries: number 1, C, carries -0.86; number 2, N, carries -0.06; number 3, C, carries -0.17; number 4, O, carries -0.49; number 5, Br, carries -0.13

No. 4
ORCA calculation (ωB97M-V/def2-TZVPD) on a 3-piece molecular cluster, C4H15N2O3 overall at a distorted geometry.

```
24
Properties=species:S:1:pos:R:3:forces:R:3
C 1.26961 0.91737 -1.07713 -1.6 0.7 -2.8
C 0.92244 1.94936 -0.08243 -1.8 -0.1 2.6
C 0.49269 1.18854 1.27289 -0.8 1.6 -1.5
O -0.71156 0.45659 1.04240 2.1 0.8 1.4
N -0.12492 0.45271 -1.56803 2.8 -1.0 -1.3
C 0.09565 -0.91555 -2.16976 -3.1 0.7 -0.3
N -0.23008 -1.99095 -1.11940 -0.9 2.3 0.4
H 1.84090 1.38740 -1.94715 -0.7 -0.8 0.7
H 1.76509 -0.01588 -0.81274 0.6 0.4 0.9
H 1.49153 2.79884 0.22507 2.0 0.0 0.0
H 0.06192 2.57560 -0.43779 0.1 -1.2 0.0
H 1.41755 0.50972 1.52115 -1.7 1.2 0.2
H 0.29319 2.11119 1.96964 0.6 -1.9 -0.3
H -0.66637 0.26749 -0.70876 0.4 0.6 -0.1
H -0.75595 -0.89081 -3.02090 2.1 -0.9 1.5
H 1.14093 -1.05099 -2.60671 -1.5 0.1 0.5
H -0.81676 -1.46303 -0.29655 2.0 -1.8 -2.4
H 0.68008 -2.21262 -0.73328 -0.1 -0.1 0.5
H -2.42531 -0.05549 1.01001 2.1 2.5 -1.3
H -2.34944 -1.06042 2.09561 -0.6 0.3 -0.9
O -2.95107 -0.67735 1.41352 -2.2 -3.1 2.3
H -0.47963 -0.59747 1.88572 0.6 -1.2 -0.6
H 0.24150 -2.11582 1.80305 2.3 -2.7 -3.2
O -0.20201 -1.56841 2.34157 -2.9 3.5 3.7
```
Positions in Å, forces in eV/Å.

Results
- Orbital gap: 8.319 eV
- Energy above the lowest of the compared OMol25 structures with the same formula, charge and spin: 53.1 kcal per mole
- E: -496.577990 Ha
- F_max: 5.840 eV Å⁻¹
- HOMO level: -4.510 eV
- LUMO energy: 0.140 Ha
- Total charge: -1

Mulliken atomic charge list, values in e, 5 entries: number 1, C, carries -0.28; number 2, C, carries -0.97; number 3, C, carries -0.42; number 4, O, carries -0.89; number 5, N, carries -0.58

No. 5
ORCA calculation (ωB97M-V/def2-TZVPD) on one molecule with the formula CH3FOS at a distorted geometry.

```
7
Properties=species:S:1:pos:R:3:forces:R:3
C -0.70272 -0.00393 -0.00360 0.3 1.7 1.8
O 1.61335 0.87635 -1.04663 0.1 -0.5 0.3
F 1.25885 -1.18536 0.56138 0.9 0.8 -0.4
S 1.06105 0.45681 0.22610 -1.5 -1.3 -0.5
H -1.31771 0.87968 -0.04134 0.0 0.7 -0.8
H -0.91247 -0.28793 1.02084 -0.2 -0.8 0.2
H -1.00035 -0.73562 -0.71675 0.4 -0.6 -0.6
```
Positions in Å, forces in eV/Å.

Results
- Orbital gap: 10.960 eV
- Energy above the lowest of the compared OMol25 structures with the same formula, charge and spin: 15.0 kcal per mole
- E: -613.156381 Ha
- F_max: 2.497 eV Å⁻¹
- HOMO level: -10.367 eV
- LUMO energy: 0.022 Ha

Mulliken atomic charge list, values in e, 5 entries: number 1, C, carries -0.87; number 2, O, carries -0.47; number 3, F, carries -0.29; number 4, S, carries 0.62; number 5, H, carries 0.38

No. 6
ORCA calculation (ωB97M-V/def2-TZVPD) on a 2-piece molecular cluster, C4H12N2O overall at a distorted geometry.

```
19
Properties=species:S:1:pos:R:3:forces:R:3
C -2.67584 -0.35808 0.59409 0.0 0.2 0.9
C -1.86638 0.57811 1.50370 0.0 0.4 -0.1
C -0.56939 1.03016 0.86379 0.5 -0.7 0.9
N -0.22655 2.37348 0.95482 0.2 0.6 -0.5
C 0.35101 0.09625 0.51980 -0.6 0.5 -0.2
N 1.42483 0.27813 -0.37446 1.2 0.8 0.5
H -3.06966 0.28547 -0.18229 -0.2 -0.3 -0.5
H -2.10767 -1.18247 0.18059 0.3 0.1 -0.1
H -3.49491 -0.80171 1.16115 -0.2 0.1 -0.1
H -2.48938 1.46105 1.66447 0.1 0.1 0.1
H -1.68816 0.19305 2.50552 0.1 -0.3 0.1
H 0.75408 2.58981 0.95962 0.1 -0.1 -0.1
H -0.77843 3.17422 0.69889 -0.5 -0.3 -0.2
H 0.38560 -0.76973 1.17688 -0.4 -0.6 -0.9
H 1.43270 -0.25223 -1.22878 -0.3 -0.4 0.1
H 1.61995 1.24097 -0.61417 -0.2 -0.1 0.0
O 4.19913 -2.97235 -3.62485 0.1 -0.3 0.1
H 4.49102 -3.77774 -4.06780 -0.1 0.1 -0.1
H 4.30804 -3.18641 -2.69095 -0.1 0.2 0.0
```
Positions in Å, forces in eV/Å.

Results
- Orbital gap: 8.002 eV
- Energy above the lowest of the compared OMol25 structures with the same formula, charge and spin: 51.9 kcal per mole
- Structure (SMILES): CC/C(N)=C/N.O
- E: -344.302256 Ha
- F_max: 1.543 eV Å⁻¹
- HOMO level: -7.061 eV
- LUMO energy: 0.035 Ha

Mulliken atomic charge list, values in e, 5 entries: number 1, C, carries -1.05; number 2, C, carries -0.61; number 3, C, carries 0.70; number 4, N, carries -0.47; number 5, C, carries -0.67